Record 1
{
  "formula": "C32H48O24",
  "method": "ωB97M-V with the def2-TZVPD basis set",
  "species": ["O", "O", "O", "O", "O", "O", "O", "O", "O", "O", "O", "O", "O", "O", "O", "O", "O", "O", "O", "O", "O", "O", "O", "O", "C", "C", "C", "C", "C", "C", "C", "C", "C", "C", "C", "C", "C", "C", "C", "C", "C", "C", "C", "C", "C", "C", "C", "C", "C", "C", "C", "C", "C", "C", "C", "C", "H", "H", "H", "H", "H", "H", "H", "H", "H", "H", "H", "H", "H", "H", "H", "H", "H", "H", "H", "H", "H", "H", "H", "H", "H", "H", "H", "H", "H", "H", "H", "H", "H", "H", "H", "H", "H", "H", "H", "H", "H", "H", "H", "H", "H", "H", "H", "H"],
  "coordinates": [[1.819510, -0.260207, -6.071105], [-0.117473, -3.099025, 2.053410], [0.329908, 4.962129, 2.011944], [-2.585551, 3.936110, -4.047701], [1.832750, 4.618758, 0.420925], [0.613088, 1.293170, 2.650014], [0.623292, 1.854404, -1.646176], [-2.445121, 5.757175, -5.344720], [1.586822, -2.949666, 3.559794], [2.956017, -3.297491, -1.895964], [2.132794, 2.258677, -3.266291], [-3.409190, -1.151612, 0.594120], [-5.232819, -1.791322, -0.436913], [-0.502617, -3.395234, 4.242523], [-0.370170, 4.590962, -0.065651], [3.808012, -5.186477, -1.277254], [2.687812, 1.057797, -1.420650], [-0.300958, -0.376185, -5.293770], [-0.752320, 1.104180, 4.465639], [1.267034, -1.799139, -4.581584], [-1.477040, 2.140202, 2.677471], [-4.415329, 0.273118, -0.816328], [4.880622, -3.941631, -2.836547], [-1.040531, 4.018329, -5.605307], [0.248456, -3.204330, 5.433174], [2.486790, -5.266039, -0.820158], [4.135446, 0.124129, -5.412066], [0.588265, 1.151942, -0.415166], [-3.623105, -2.418787, 1.138956], [0.547172, 4.731905, 0.687130], [-3.804656, 1.771827, 2.774675], [-2.572873, 2.094913, 3.611679], [1.578675, 5.270999, 2.703735], [-4.714228, -2.999280, 0.182776], [-0.433676, 1.472307, 3.178380], [2.588789, 4.831865, 1.611627], [3.950947, -4.112076, -2.100638], [-0.920629, 2.715852, -5.067498], [0.806925, -0.796673, -5.359258], [2.482972, -2.012461, 5.571591], [1.875527, 0.289192, -0.567074], [-1.821334, 2.731157, -3.839121], [-4.370025, -0.771859, -0.248905], [0.289236, -3.121315, 3.161288], [-4.246887, -2.386947, 2.539723], [-2.086575, 4.646594, -5.060557], [1.656206, -3.136192, 4.948960], [3.063107, -0.900120, -5.792440], [-2.170226, 1.006482, 4.580742], [0.613266, -3.563305, -1.571857], [-2.856857, 1.640932, -3.620754], [1.634654, 4.510324, 4.030338], [-0.605803, 0.272946, -0.137116], [2.694909, -1.767806, -4.577906], [1.842478, 1.868490, -2.184953], [1.992149, -3.781010, -0.961030], [2.359107, -1.941447, 6.653302], [-5.577936, -3.281666, 0.781776], [2.264626, 0.182335, 0.445260], [-3.620886, -1.911047, 3.296613], [4.517837, 0.510310, -6.361441], [-4.349981, -3.423248, 2.862366], [-2.599162, 0.030270, 4.331861], [-2.483703, 0.619275, -3.512368], [-0.064281, -2.294552, 5.958362], [1.952282, -5.960143, -1.476250], [3.377327, 5.546504, 1.395949], [-2.765239, -3.088575, 1.127003], [3.106164, -1.435759, -3.627932], [-0.156206, -3.565654, -0.804604], [-0.994311, -0.158088, -1.060844], [-0.358533, -0.526535, 0.562490], [-4.357142, -3.853064, -0.388091], [2.359663, -5.520918, 0.231839], [-4.716019, 1.766795, 3.373717], [2.985620, -2.804663, -4.749932], [-3.719278, 0.811540, 2.260275], [3.388373, -1.504829, -6.637483], [-1.234170, 2.890758, -2.931725], [3.759720, 0.958181, -4.824130], [-2.470316, 1.159210, 5.616454], [2.202551, -4.057085, 5.191367], [-3.544747, 1.440015, -4.455330], [0.838715, 4.820459, 4.706489], [-2.572161, 3.062534, 4.113965], [-1.317947, 1.896769, -5.673711], [1.542324, -0.686048, -0.932461], [0.088425, 2.447481, -4.765754], [0.724226, 1.836699, 0.419549], [2.142996, -3.212871, -0.041052], [-5.196928, -1.856455, 2.474042], [1.694447, 3.428811, 3.927055], [0.098965, -3.998687, 6.165403], [2.518827, 4.813421, 4.600886], [-3.924236, 2.432611, 1.914503], [0.440874, -4.188152, -2.448747], [-1.353037, 0.904330, 0.344707], [4.991517, -0.351630, -4.933945], [2.115273, -1.039411, 5.222290], [3.027177, 3.901663, 1.976677], [3.521938, -2.007624, 5.247732], [0.662621, -2.579828, -2.048850], [-3.571208, 1.926356, -2.850312], [1.528147, 6.350938, 2.834849]],
  "atomic_forces_ev_per_a": [[-0.5, 0.2, -0.6], [0.0, 0.2, -0.8], [0.4, 0.1, 0.3], [-0.4, 0.2, 0.0], [1.0, 0.1, 0.0], [0.4, -0.1, 0.1], [-0.9, 0.9, -0.5], [0.0, -0.8, -0.3], [-1.3, -0.1, -1.1], [-0.8, 1.8, -0.7], [0.2, 0.9, 0.1], [1.5, 0.9, 0.7], [0.5, -0.9, -0.8], [0.1, 0.2, -0.4], [0.8, 0.1, -0.1], [1.0, -0.7, 0.0], [-0.1, 0.4, -0.6], [-0.5, -0.1, -0.6], [0.8, -1.3, -0.1], [-0.1, 0.2, 0.2], [0.5, -0.5, -0.2], [-0.1, -0.1, 0.6], [-0.6, -0.1, 0.3], [0.5, -0.4, -0.8], [-0.6, 0.3, 0.8], [-1.4, 1.3, 0.2], [0.1, -0.1, -1.5], [1.8, -1.2, 0.7], [-1.8, -1.7, 0.3], [-2.3, -0.4, 0.7], [-0.2, 0.1, -0.2], [-1.0, 0.0, -1.0], [-1.0, -0.5, -0.9], [-0.8, 1.1, 1.8], [-1.0, 0.7, 1.0], [0.3, -0.1, 1.0], [1.4, -0.9, 0.3], [-0.6, -1.7, 0.9], [0.8, 0.5, 0.9], [-0.6, 1.1, -0.4], [-1.6, 0.8, 1.5], [-0.7, 0.3, 0.7], [-0.1, -0.3, -1.2], [0.4, -0.5, 1.3], [0.8, 0.3, -0.2], [0.1, 1.3, 0.8], [2.3, 0.3, 1.6], [0.4, 0.2, 1.8], [-0.1, 0.4, 0.2], [0.8, 0.8, -0.2], [-0.7, -0.8, -0.8], [0.6, 0.8, 0.1], [-0.5, 0.9, -0.4], [0.2, -1.3, -0.9], [0.2, -2.5, 0.2], [-0.1, -1.2, -0.6], [0.3, -0.5, 0.0], [0.2, -0.7, 0.0], [0.6, -0.1, -0.3], [0.1, 0.2, -0.2], [0.1, 0.3, 0.2], [-0.4, 0.0, 0.0], [0.6, -0.1, -0.5], [0.5, 0.3, 0.7], [0.0, 0.2, -0.4], [-0.2, 0.1, 0.2], [0.0, 0.1, 0.0], [0.5, 0.7, -0.1], [-0.2, 0.3, 0.0], [-0.2, -0.2, -0.2], [-0.1, 0.0, 0.1], [0.2, 0.0, 0.0], [-0.2, 0.6, -1.0], [0.6, -0.5, -0.1], [0.0, 0.1, 0.0], [0.4, 0.1, 0.3], [0.3, -0.2, 0.5], [-0.2, 0.1, -0.1], [-0.1, -0.1, 0.0], [-0.2, -0.2, 0.2], [0.2, 0.5, 0.0], [-0.3, -0.2, -0.5], [0.4, 0.8, -0.5], [-0.4, -0.2, -0.3], [-0.4, 0.1, -0.1], [0.3, 0.6, -0.8], [0.6, 0.0, -0.6], [0.2, 0.5, -0.4], [0.0, 0.3, -0.3], [-0.2, -0.1, 0.1], [-0.1, -0.2, 0.2], [-0.3, 0.0, -0.2], [-0.2, -0.3, -0.4], [0.2, 0.0, -0.3], [0.0, 0.5, 0.4], [-0.2, -0.5, 0.4], [-0.4, -0.3, -0.2], [-0.2, -0.1, 0.2], [-0.3, -0.2, -0.2], [0.1, -0.2, -0.5], [0.1, -0.5, 0.3], [-0.3, 0.2, 0.4], [0.5, -0.2, 0.5], [0.4, 0.0, 0.3]],
  "lowdin_charge": [0.093, 0.160, 0.054, 0.083, 0.088, 0.155, 0.090, 0.135, 0.096, 0.064, 0.166, 0.065, 0.073, 0.067, 0.165, 0.063, 0.054, 0.158, 0.045, 0.052, 0.082, 0.170, 0.156, 0.091, -0.108, -0.089, -0.010, -0.308, -0.309, -0.589, -0.002, -0.283, -0.267, -0.060, -0.550, -0.068, -0.582, -0.094, -0.553, -0.015, -0.104, -0.282, -0.574, -0.522, -0.018, -0.580, -0.353, -0.288, -0.096, -0.004, -0.024, -0.019, -0.007, -0.094, -0.514, -0.274, 0.090, 0.120, 0.135, 0.064, 0.082, 0.093, 0.119, 0.076, 0.135, 0.136, 0.133, 0.139, 0.124, 0.076, 0.097, 0.083, 0.131, 0.131, 0.092, 0.130, 0.067, 0.151, 0.138, 0.077, 0.138, 0.156, 0.090, 0.085, 0.161, 0.122, 0.113, 0.115, 0.119, 0.147, 0.096, 0.073, 0.139, 0.086, 0.098, 0.095, 0.079, 0.091, 0.088, 0.130, 0.087, 0.067, 0.075, 0.149],
  "lumo_energy_ev": -0.06,
  "de_lowest_kj_mol": 168.0,
  "e_homo_ha": -0.3537,
  "smiles": "C[C@H]1COC(=O)O1.C[C@H]1COC(=O)O1.C[C@H]1COC(=O)O1.C[C@H]1COC(=O)O1.C[C@H]1COC(=O)O1.C[C@H]1COC(=O)O1.C[C@H]1COC(=O)O1.C[C@H]1COC(=O)O1",
  "total_charge": 0,
  "total_energy_ha": -3054.00044
}

Record 2
{
  "formula": "C32H48P2Ti",
  "method": "ωB97M-V with the def2-TZVPD basis set",
  "species": ["Ti", "P", "P", "C", "C", "C", "C", "C", "C", "C", "C", "C", "C", "C", "C", "C", "C", "C", "C", "C", "C", "C", "C", "C", "C", "C", "C", "C", "C", "C", "C", "C", "C", "C", "C", "H", "H", "H", "H", "H", "H", "H", "H", "H", "H", "H", "H", "H", "H", "H", "H", "H", "H", "H", "H", "H", "H", "H", "H", "H", "H", "H", "H", "H", "H", "H", "H", "H", "H", "H", "H", "H", "H", "H", "H", "H", "H", "H", "H", "H", "H", "H", "H"],
  "coordinates": [[-0.327316, 0.434045, -0.020582], [-1.936108, 0.781511, -1.800224], [-2.244435, -0.479290, 1.417598], [-1.620794, 2.527774, -1.353541], [-1.141529, -4.860556, -2.129429], [-0.736114, -1.389641, -0.953943], [-0.738089, -6.153017, -2.480033], [1.128323, 1.959361, 0.739493], [-4.425934, 3.525187, -2.276459], [1.679471, -0.310963, 0.668695], [-5.271927, 4.355546, 0.020794], [-5.220262, 1.972995, 0.749775], [-0.196628, -3.884006, -1.714448], [-3.519269, 0.225889, -1.059007], [-5.024587, 2.316170, -2.326081], [1.834851, 0.225084, -0.664211], [2.212621, -0.537328, -1.881835], [-0.576105, -2.589751, -1.297979], [-4.582496, 3.153297, 0.636117], [1.565772, -5.557211, -2.049941], [0.615515, -6.514937, -2.422572], [-4.884409, 4.681845, -1.435859], [-6.349124, 1.525699, -0.141202], [0.934408, 0.620904, 2.977626], [-2.036277, 0.569777, -3.562388], [-1.958711, -2.182346, 1.957335], [0.687194, 3.275806, 1.262402], [1.242333, 0.758656, 1.532167], [1.176002, -4.264660, -1.704083], [-3.585400, -0.673112, 0.173404], [1.495997, 1.622644, -0.628932], [1.823524, -1.735407, 1.056869], [-2.856680, 0.490115, 2.831137], [-6.320414, 1.930110, -1.661257], [1.509246, 2.507889, -1.817429], [-6.363128, 4.239887, 0.064508], [-1.088941, 2.710091, -0.399552], [-1.373749, 1.285304, -4.068122], [-7.085049, 2.704600, -1.817833], [-2.926446, -2.671902, 2.154506], [-5.037966, 5.244624, 0.633848], [2.528490, 2.641458, -2.217385], [1.351957, -1.122237, -2.230483], [-2.814241, 1.567333, 2.591304], [-4.661630, 1.593340, -3.076682], [-1.030774, 3.025172, -2.132085], [-3.635656, 3.350456, 1.152465], [-0.131278, 3.168096, 1.989349], [1.101063, 3.495295, -1.577662], [1.868681, -1.841112, 2.148140], [1.517157, 3.773708, 1.781071], [0.928064, -7.539128, -2.657076], [-1.337259, -2.195248, 2.862866], [-4.111108, -0.211502, -1.874289], [-1.438021, -2.725215, 1.154743], [-2.205454, 0.301675, 3.702677], [-3.895481, 0.213963, 3.076145], [-2.563766, 3.084298, -1.254884], [-2.200472, -4.605138, -2.158525], [1.853838, 0.534028, 3.581637], [2.500773, 0.151106, -2.675905], [-1.482847, -6.895997, -2.788353], [-3.593612, -1.727595, -0.126202], [-6.410897, 0.425907, -0.081294], [-4.076079, 5.426071, -1.437166], [1.930628, -3.535969, -1.399164], [-6.696784, 1.037840, -2.210774], [0.952938, -2.301691, 0.699382], [-3.064081, 0.694182, -3.920330], [-3.983813, 1.179566, -0.812508], [0.344416, 3.941137, 0.461515], [-5.737427, 5.201305, -1.911620], [-3.654630, 3.781340, -3.021335], [3.036842, -1.235140, -1.681644], [-5.043714, 1.323908, 1.614464], [0.374551, 1.491784, 3.329123], [-4.514555, -0.494368, 0.724775], [0.330892, -0.275006, 3.181753], [0.912580, 2.070358, -2.633949], [-7.319950, 1.862572, 0.261082], [2.722718, -2.194210, 0.609180], [2.627457, -5.842052, -2.019900], [-1.691892, -0.454426, -3.761391]],
  "atomic_forces_ev_per_a": [[-2.0, 0.0, -1.2], [0.6, 0.0, 1.7], [0.8, 0.4, -1.0], [-1.1, 1.0, -0.2], [0.4, 0.1, 0.1], [1.2, -3.9, -0.2], [0.2, 0.1, 0.1], [0.8, -1.4, -0.6], [-1.1, -0.6, -0.9], [0.3, 1.2, -0.4], [0.2, 0.1, -0.6], [-0.1, 0.9, 0.4], [0.4, -2.0, -0.6], [-0.5, 0.3, -0.4], [0.3, 1.1, -1.0], [0.1, 0.6, 1.4], [0.0, -0.3, -0.3], [-0.5, 3.7, 0.6], [-0.8, -0.1, 0.6], [0.0, -0.2, 0.0], [-0.2, 0.3, 0.0], [0.3, 0.6, 0.0], [-0.5, -0.1, 0.0], [0.1, -0.1, 0.7], [0.1, -0.1, -0.6], [-0.2, -0.3, 0.4], [-0.1, 0.6, 0.2], [0.7, -0.2, -1.2], [-0.4, 0.1, 0.1], [0.0, -0.5, 0.2], [0.2, -0.9, 1.3], [0.1, -0.6, 0.2], [-0.4, 0.0, 0.3], [-0.5, -0.7, 0.2], [0.2, 0.4, -0.7], [0.3, -0.2, 0.2], [0.0, -0.5, -0.1], [-0.2, -0.3, 0.1], [0.4, 0.0, 0.0], [0.4, 0.1, 0.1], [-0.1, -0.4, -0.1], [-0.3, 0.0, 0.2], [0.4, 0.0, -0.1], [-0.1, -0.5, 0.1], [-0.1, 0.5, 0.5], [-0.1, -0.2, 0.1], [-0.5, -0.1, 0.3], [0.2, 0.1, -0.2], [0.2, -0.1, -0.2], [0.1, 0.0, -0.3], [-0.2, 0.0, -0.1], [-0.2, 0.5, 0.0], [-0.2, -0.1, -0.2], [0.0, 0.0, 0.2], [-0.2, 0.3, 0.3], [-0.3, 0.1, -0.3], [0.4, 0.1, 0.1], [0.4, -0.1, 0.1], [0.3, 0.0, 0.0], [-0.3, 0.1, -0.2], [0.2, -0.1, 0.0], [0.3, 0.4, 0.2], [0.2, 0.2, 0.1], [0.1, 0.3, 0.0], [-0.1, -0.1, 0.0], [-0.3, -0.2, -0.1], [0.1, 0.6, 0.3], [0.3, -0.1, 0.1], [0.3, 0.0, -0.1], [0.0, -0.3, 0.0], [0.1, 0.0, 0.2], [0.3, -0.3, 0.0], [-0.2, -0.4, 0.5], [-0.1, 0.2, -0.1], [0.6, 0.0, -0.7], [0.1, -0.1, 0.1], [-0.1, -0.1, -0.3], [0.2, 0.2, 0.0], [0.2, 0.2, 0.2], [0.3, 0.0, 0.0], [-0.3, 0.2, 0.3], [-0.6, 0.2, 0.0], [-0.1, 0.2, -0.1]],
  "lowdin_charge": [0.590, 0.859, 0.853, -0.231, -0.033, -0.197, -0.078, -0.287, -0.139, -0.267, -0.169, -0.151, -0.246, -0.372, -0.151, -0.265, -0.013, -0.099, -0.106, -0.077, -0.078, -0.184, -0.170, -0.036, -0.207, -0.233, -0.036, -0.290, -0.027, -0.359, -0.275, -0.017, -0.248, -0.155, -0.046, 0.113, 0.026, 0.064, 0.117, 0.064, 0.121, 0.104, 0.067, 0.036, 0.085, 0.059, 0.101, 0.083, 0.078, 0.090, 0.105, 0.110, 0.052, 0.101, 0.030, 0.052, 0.052, 0.017, 0.109, 0.105, 0.084, 0.110, 0.090, 0.104, 0.108, 0.095, 0.119, 0.059, 0.042, 0.015, 0.076, 0.126, 0.117, 0.094, 0.083, 0.077, 0.064, 0.066, 0.078, 0.122, 0.096, 0.113, 0.060],
  "lumo_energy_ev": [-2.98, -2.78],
  "multiplicity": 2,
  "e_homo_ha": [-0.3697, -0.3759],
  "total_charge": 1,
  "total_energy_ha": -2779.97710
}